1.
ORCA calculation (ωB97M-V/def2-TZVPD) on H2KO as an isolated structure at a distorted geometry.

## Properties
- molecular weight (g/mol) = 57.1
- HOMO level (hartree) = -0.62091
- frontier orbital gap (eV) = 12.47
- charge = +1

Last column: Mulliken charge in e.
CARTESIAN COORDINATES (ANGSTROEM)
O 0.177 0.413 0.386  -0.69
H 0.824 -0.248 0.051  0.36
H 0.479 1.269 0.007  0.35
K -1.480 -1.434 -0.444  0.98

2.
ORCA calculation (ωB97M-V/def2-TZVPD) on H2MgO as an isolated structure at a distorted geometry.

## Properties
- molecular weight (g/mol) = 42.3
- HOMO level (hartree) = -0.91221
- frontier orbital gap (eV) = 10.85
- charge = +2

Last column: Mulliken charge in e.
CARTESIAN COORDINATES (ANGSTROEM)
O 0.176 -0.023 -0.185  -0.46
H 0.952 -0.104 -0.784  0.38
H -0.050 0.934 -0.200  0.43
Mg -1.078 -0.807 1.168  1.64

3.
ORCA calculation (ωB97M-V/def2-TZVPD) on a single H2N2O molecule at a distorted geometry.

## Properties
- molecular weight (g/mol) = 46.0
- structure (SMILES) = [H]/N=[NH+]\[O-]
- HOMO level (hartree) = -0.39264
- frontier orbital gap (eV) = 11.30
- charge = 0

Last column: Mulliken charge in e.
CARTESIAN COORDINATES (ANGSTROEM)
N 0.954 0.211 -0.009  -0.46
N -0.200 -0.265 0.034  0.40
O -1.346 0.208 -0.005  -0.52
H 0.710 1.235 0.111  0.27
H -0.118 -1.389 -0.130  0.30

4.
ORCA calculation (ωB97M-V/def2-TZVPD) on a 2-piece molecular cluster, H2N2O2 overall at a distorted geometry.

## Properties
- molecular weight (g/mol) = 62.0
- HOMO level (spin up / spin down) (hartree) = 0.13074 / 0.12855
- frontier orbital gap (spin up / spin down) (eV) = 5.15 / 5.22
- charge = -2

Last column: Mulliken charge in e.
CARTESIAN COORDINATES (ANGSTROEM)
N 0.006 -0.478 0.905  -0.39
N -0.471 0.645 -0.841  -0.44
O 0.626 -1.694 0.723  -0.73
O -1.180 1.744 -0.425  -0.69
H 0.693 0.391 0.888  0.15
H -1.104 -0.300 -1.061  0.10

5.
ORCA calculation (ωB97M-V/def2-TZVPD) on a single H2N2O2 molecule at a distorted geometry.

## Properties
- molecular weight (g/mol) = 62.0
- HOMO level (spin up / spin down) (hartree) = -0.29348 / -0.29468
- frontier orbital gap (spin up / spin down) (eV) = 8.24 / 8.19
- charge = 0

Last column: Mulliken charge in e.
CARTESIAN COORDINATES (ANGSTROEM)
N 2.117 0.001 0.695  -0.04
N -0.357 -0.173 0.144  -0.18
O 1.189 -0.320 0.016  -0.12
O -1.007 0.522 -0.692  -0.35
H -0.545 -1.287 0.111  0.30
H -1.396 1.257 -0.273  0.38

6.
ORCA calculation (ωB97M-V/def2-TZVPD) on a 2-piece molecular cluster, H2N2O2 overall at a distorted geometry.

## Properties
- molecular weight (g/mol) = 62.0
- HOMO level (spin up / spin down) (hartree) = -0.28352 / -0.35996
- frontier orbital gap (spin up / spin down) (eV) = 6.78 / 10.76
- charge = 0

Last column: Mulliken charge in e.
CARTESIAN COORDINATES (ANGSTROEM)
N -1.428 -0.401 0.441  0.22
N 1.071 0.310 -0.018  -0.24
O -2.475 -0.254 -0.062  -0.26
O -0.121 0.314 -0.678  -0.28
H 1.105 -0.087 1.010  0.30
H 1.847 0.117 -0.693  0.26

7.
ORCA calculation (ωB97M-V/def2-TZVPD) on a single H2N2O2S molecule at a distorted geometry.

## Properties
- molecular weight (g/mol) = 94.1
- structure (SMILES) = NS[N+](=O)[O-]
- HOMO level (hartree) = -0.36156
- frontier orbital gap (eV) = 9.60
- charge = 0

Last column: Mulliken charge in e.
CARTESIAN COORDINATES (ANGSTROEM)
N -0.196 -0.114 -0.506  -0.55
N -2.073 1.052 0.916  0.92
O -1.077 1.288 1.605  -0.55
O -3.119 1.568 0.974  -0.54
S -1.995 -0.300 -0.154  0.13
H 0.044 -0.914 -1.080  0.28
H 0.308 -0.193 0.386  0.30

8.
ORCA calculation (ωB97M-V/def2-TZVPD) on a 2-piece molecular cluster, H2N2O3 overall at a distorted geometry.

## Properties
- molecular weight (g/mol) = 78.0
- HOMO level (spin up / spin down) (hartree) = -0.34426 / -0.34974
- frontier orbital gap (spin up / spin down) (eV) = 9.35 / 9.04
- charge = 0

Last column: Mulliken charge in e.
CARTESIAN COORDINATES (ANGSTROEM)
N 0.827 -0.688 -0.117  -0.29
N -1.279 -0.042 0.111  0.85
O -2.104 -0.894 0.029  -0.45
O -1.157 1.135 0.036  -0.42
O 1.288 0.577 0.107  -0.31
H 1.174 -1.167 0.646  0.25
H 1.252 1.080 -0.812  0.38

9.
ORCA calculation (ωB97M-V/def2-TZVPD) on a 2-piece molecular cluster, H2N2O3 overall at a distorted geometry.

## Properties
- molecular weight (g/mol) = 78.0
- HOMO level (spin up / spin down) (hartree) = -0.35535 / -0.38456
- frontier orbital gap (spin up / spin down) (eV) = 7.98 / 10.36
- charge = 0

Last column: Mulliken charge in e.
CARTESIAN COORDINATES (ANGSTROEM)
N -1.183 -0.485 0.539  -0.33
N 1.405 0.042 -0.013  0.75
O 2.084 -0.881 -0.353  -0.38
O 1.626 1.189 0.282  -0.39
O -1.586 0.338 -0.476  -0.28
H -0.834 -1.412 0.153  0.27
H -1.513 1.209 -0.132  0.37

10.
ORCA calculation (ωB97M-V/def2-TZVPD) on H2N2O3S as an isolated structure at a distorted geometry.

## Properties
- molecular weight (g/mol) = 110.1
- HOMO level (hartree) = -0.40291
- frontier orbital gap (eV) = 10.64
- charge = 0

Last column: Mulliken charge in e.
CARTESIAN COORDINATES (ANGSTROEM)
N 0.431 0.680 0.375  -0.47
N 1.094 -0.301 -0.069  0.65
O -1.274 -1.282 0.084  -0.58
O -2.167 0.845 -0.709  -0.42
O 2.269 -0.455 -0.393  -0.56
S -1.707 0.073 0.410  0.76
H 0.934 1.565 0.469  0.24
H 0.421 -1.125 -0.166  0.38